Molecular formula: C10H34NO8
Method: DFT, ωB97M-V/def2-TZVPD

Geometry as XYZ:
```
53
Properties=species:S:1:pos:R:3
N 0.181 -0.911 0.211
H 0.307 -1.886 -0.151
H -0.322 -0.926 1.098
H -0.311 -0.319 -0.467
H 1.123 -0.566 0.415
C -0.989 2.649 2.454
C -2.061 2.206 1.426
O -3.083 3.175 1.346
H -0.286 1.825 2.599
H -1.398 2.903 3.434
H -0.488 3.569 2.144
H -2.434 1.282 1.856
H -1.529 2.102 0.478
H -2.687 4.023 1.127
C 2.708 1.334 -0.483
C 3.459 0.929 0.775
O 2.989 -0.311 1.325
H 3.125 0.676 -1.257
H 3.083 2.280 -0.876
H 1.624 1.269 -0.513
H 3.449 1.686 1.561
H 4.492 0.849 0.429
H 3.365 -0.402 2.205
C 2.069 -3.387 -0.666
C 2.139 -3.207 -2.179
O 1.299 -2.099 -2.581
O 0.691 -3.532 -0.297
H 2.588 -2.540 -0.215
H 2.578 -4.286 -0.317
H 1.776 -4.131 -2.638
H 3.111 -2.976 -2.614
H 1.861 -1.541 -3.121
H 0.453 -4.459 -0.377
C -1.519 -1.875 3.150
C -2.793 -1.619 2.340
O -2.552 -1.681 0.924
O -0.579 -0.829 3.052
H -1.117 -2.837 2.813
H -1.857 -2.085 4.168
H -3.030 -0.572 2.551
H -3.615 -2.246 2.682
H -3.397 -1.461 0.517
H -0.579 -0.348 3.884
C -1.107 2.113 -2.293
C -1.566 2.349 -3.742
O -0.441 2.146 -4.562
O -1.041 0.730 -1.886
H -1.708 2.752 -1.644
H -0.063 2.427 -2.208
H -1.859 3.399 -3.802
H -2.366 1.617 -3.911
H -0.534 2.492 -5.453
H -1.164 0.246 -2.714
```

The orbital gap is 10.630 eV. As for the energy above the lowest of the compared OMol25 structures with the same formula, charge and spin: 117.77 kJ/mol. As for the total charge: +1.

Atom charges from the Mulliken analysis, given in e for atoms 1 to 5: atom 1 (N): 0.6776, atom 2 (H): 0.5811, atom 3 (H): 0.0918, atom 4 (H): 0.1335, atom 5 (H): -0.0742

***

Molecular formula: C10H34O12
Method: DFT, ωB97M-V/def2-TZVPD

Geometry as XYZ:
```
56
Properties=species:S:1:pos:R:3
O -13.963 13.367 28.050
C -13.283 13.375 26.859
C -12.364 14.614 26.861
O -13.090 15.822 26.927
H -14.730 13.944 28.072
H -12.744 12.472 26.571
H -14.056 13.499 26.101
H -11.836 14.717 25.913
H -11.562 14.429 27.576
H -12.520 16.567 27.131
O -8.596 13.021 31.133
C -8.931 14.039 30.171
C -8.653 13.560 28.674
O -7.318 13.310 28.337
H -7.718 12.692 30.927
H -9.991 14.252 30.307
H -8.458 15.002 30.367
H -9.047 14.319 27.998
H -9.287 12.681 28.563
H -7.284 12.856 27.491
O -6.777 9.754 23.911
C -6.579 9.726 25.335
C -6.091 11.103 25.864
O -7.075 12.171 25.796
H -7.533 10.324 23.755
H -7.485 9.445 25.872
H -5.837 8.998 25.664
H -5.185 11.462 25.375
H -5.761 10.968 26.894
H -6.875 12.639 24.982
O -10.157 13.410 21.179
C -9.710 12.072 20.837
C -9.455 11.318 22.132
O -8.525 11.947 23.056
H -10.846 13.646 20.554
H -10.391 11.554 20.162
H -8.830 12.120 20.196
H -9.312 10.258 21.920
H -10.408 11.331 22.662
H -8.783 12.860 23.199
O -11.009 9.435 26.570
C -11.635 9.267 25.371
C -12.814 8.298 25.469
O -12.516 6.878 25.414
H -10.463 10.224 26.562
H -11.822 10.238 24.913
H -10.804 8.892 24.773
H -13.507 8.579 24.676
H -13.381 8.481 26.382
H -11.966 6.561 26.133
O -9.897 11.807 26.001
H -10.007 12.725 25.755
H -9.019 11.580 25.696
O -9.505 14.218 24.932
H -9.812 15.055 24.585
H -8.617 14.126 24.586
```

The SMILES is OCCO.OCCO.OCCO.OCCO.OCCO.O.O. The orbital gap is 9.015 eV. As for the energy above the lowest of the compared OMol25 structures with the same formula, charge and spin: 154.26 kJ/mol. As for the total charge: 0.

Atom charges from the Mulliken analysis, given in e for atoms 1 to 5: atom 1 (O): -0.5755, atom 2 (C): -0.3843, atom 3 (C): 0.4352, atom 4 (O): -0.5924, atom 5 (H): 0.3449

***

Look up the orbital gap of the second one.
9.015 eV